Density functional theory data (wB97M-V/def2-TZVPD) for an isolated molecule of C2H4N2OS in a non-equilibrium geometry.

Each line ends with the Mulliken charge.
CARTESIAN COORDINATES (ANGSTROEM)
S1 -0.011 -1.483 -0.097  -0.181
O1 -1.071 0.793 -0.455  -0.242
N1 2.227 0.064 -0.077  -0.595
N2 0.118 1.034 0.255  -0.378
C1 0.999 -0.084 -0.086  0.447
C2 -1.497 -0.388 0.122  -0.211
H1 -1.550 -0.280 1.178  0.284
H2 0.413 1.929 -0.196  0.306
H3 2.785 -0.818 -0.230  0.259
H4 -2.413 -0.765 -0.413  0.311

Output
energy = -17999.3720 eV
LUMO energy = 0.699 eV
gap between HOMO and LUMO = 10.032 eV
energy relative to the best compared isomer or geometry (same formula, charge and spin) = 317.18 kJ/mol
SMILES string = [H]/N=C1/NOCS1
HOMO = -9.33 eV


Density functional theory data (wB97M-V/def2-TZVPD) for C10H18DyFIN2O4 as an isolated structure in a non-equilibrium geometry.

Each line ends with the Mulliken spin population.
CARTESIAN COORDINATES (ANGSTROEM)
Dy1 -5.619 -0.900 -3.412  4.617
I1 -5.080 2.663 -1.196  -0.024
F1 -0.232 3.134 0.755  0.000
O1 -4.118 0.212 0.168  -0.030
O2 0.137 2.610 2.869  0.000
O3 -0.969 -1.598 0.379  0.010
O4 -2.904 2.050 1.357  0.000
N1 1.235 -1.968 0.177  0.744
N2 -0.865 1.062 1.438  0.001
C1 2.433 -1.215 0.372  0.048
C2 -5.100 0.594 -0.682  -0.373
C3 4.484 -0.160 -0.594  0.006
C4 -2.713 0.194 -0.092  0.036
C5 0.070 -1.473 -0.539  -0.013
C6 -0.290 2.338 1.826  0.000
C7 3.039 -0.583 -0.869  0.020
C8 -2.298 -1.289 0.011  -0.007
C9 -2.167 1.183 0.969  -0.005
C10 4.609 0.779 0.616  0.005
H1 0.237 -0.448 -0.883  0.024
H2 5.121 1.690 0.323  0.003
H3 2.480 0.330 -1.103  0.005
H4 5.071 -1.058 -0.427  -0.001
H5 -0.074 -2.112 -1.419  0.032
H6 3.157 -1.906 0.821  0.046
H7 2.935 -1.238 -1.730  -0.004
H8 -2.524 -1.794 -0.938  -0.007
H9 5.191 0.334 1.414  -0.001
H10 0.914 -2.353 1.076  -0.026
H11 -5.154 0.012 -1.665  -0.212
H12 -0.245 0.641 0.761  -0.001
H13 -2.924 -1.739 0.773  0.001
H14 -6.048 0.407 -0.187  0.003
H15 2.247 -0.472 1.167  0.090
H16 3.648 1.098 1.022  0.005
H17 4.841 0.346 -1.483  0.002
H18 -2.527 0.629 -1.077  0.005

Output
energy = -56699.2108 eV
LUMO energy (spin up / spin down) = -13.079 / -12.229 eV
gap between HOMO and LUMO (spin up / spin down) = 5.511 / 6.369 eV
net charge = +3
HOMO (spin up / spin down) = -18.59 / -18.60 eV
spin multiplicity = 6